Below is one molecule with the formula C9H6O3, with properties calculated with wB97M-V/def2-TZVPD.

XYZ file:
```
18
Properties=species:S:1:pos:R:3:forces:R:3
C -0.89884 0.17668 1.16920 1.455 -0.635 0.756
C -0.17519 0.98762 2.18253 -5.051 -2.851 -0.378
C 0.81068 1.57394 1.62883 5.763 3.714 -4.849
C 1.26384 1.48526 0.26346 -1.611 -2.832 -0.504
C 0.66609 0.51123 -0.61557 -0.883 1.622 3.297
C 0.76233 -0.97303 -2.50489 3.381 -3.523 -1.806
C -0.32376 -1.79347 -2.03527 -1.090 6.082 3.834
C -1.04469 -1.19828 -0.98672 1.138 -1.882 -0.444
C -0.50324 -0.10887 -0.16321 0.037 0.067 0.783
H -2.00626 0.01239 2.52540 -0.597 -3.206 -2.634
H -0.46710 1.21517 3.24260 -0.106 -0.767 -1.217
H 1.46213 2.31615 2.01886 0.146 0.411 1.571
H 2.17578 1.96106 0.04400 0.809 0.538 -0.569
H -0.61210 -2.52707 -2.65086 -1.180 -2.861 -1.732
H -1.90205 -1.73626 -0.60633 -0.234 0.185 0.026
O -1.86871 -0.59949 1.64416 -1.855 2.634 4.095
O 1.11109 0.12185 -1.77578 2.199 0.835 -2.413
O 1.55001 -1.42487 -3.38043 -2.321 2.470 2.185
```
Positions in Å, forces in eV/Å.

Values from the calculation:
**HOMO**: -8.53 eV
**Kohn-Sham gap**: 8.24 eV
**Structure (SMILES)**: O=c1ccc2c(O)cccc2o1
**E_tot**: -15569.9518 eV
**Maximum force**: 8.398 eV/Å

***

Below is C37H42BrCrN3O3 as an isolated structure, with properties calculated with wB97M-V/def2-TZVPD.

XYZ file:
```
87
Properties=species:S:1:pos:R:3:forces:R:3
Cr -0.54833 0.43880 1.09190 -0.138 -0.160 0.252
O -2.51410 0.84198 1.28206 -0.030 0.039 -0.104
C -3.37390 0.50310 2.17951 -0.027 0.001 -0.048
C -4.76092 0.55391 1.88066 0.036 -0.002 0.013
C -5.72418 0.20241 2.80143 -0.073 -0.013 0.025
C -5.37293 -0.21554 4.08688 0.098 0.024 -0.051
C -4.02538 -0.26032 4.40734 -0.152 -0.015 0.020
C -3.02629 0.08134 3.49749 0.289 -0.004 0.120
C -1.64571 0.06188 3.98119 -0.180 -0.023 0.000
N -0.62796 0.27435 3.23707 0.233 0.290 -0.227
N 0.65805 0.27146 3.73620 -0.334 0.019 -0.117
C 2.10813 0.69824 1.83962 -0.350 0.411 -0.078
O 1.40068 -0.03152 0.98824 0.101 -0.447 0.329
C 3.46938 1.01031 1.48576 0.129 0.245 -0.175
C 4.00160 0.54687 0.25945 -0.048 0.044 0.089
C 5.31206 0.81396 -0.09643 0.033 -0.027 -0.059
C 6.14834 1.55897 0.73025 -0.050 0.014 0.071
C 5.63423 2.02835 1.94433 0.050 -0.005 -0.041
C 4.33531 1.75745 2.32062 -0.070 -0.069 -0.048
H -5.02964 0.87374 0.88076 -0.008 0.001 -0.002
H -6.77167 0.25032 2.51832 0.005 0.002 -0.001
H -6.12670 -0.49113 4.81369 -0.011 -0.001 0.000
H -3.72119 -0.56593 5.40455 0.010 0.002 -0.004
H -1.48362 -0.10091 5.04576 -0.020 -0.028 0.016
H 3.34729 -0.02444 -0.38617 0.003 0.008 0.002
H 5.69027 0.43941 -1.04316 -0.003 0.001 0.002
H 7.17230 1.76862 0.44361 0.002 0.001 -0.005
H 6.26768 2.60630 2.61029 0.003 0.000 -0.006
H 3.95898 2.10700 3.27430 -0.006 0.001 0.006
C 0.31274 3.80598 -0.10819 0.016 -0.015 -0.021
N 0.15559 3.21034 1.20194 0.012 0.020 0.025
C -1.06857 3.67592 1.83175 -0.011 0.013 -0.008
C 1.33239 3.49377 2.05281 -0.122 -0.042 0.034
C 1.33034 2.60986 3.27640 0.095 0.149 0.049
C 1.00763 3.15747 4.50751 0.076 -0.130 0.005
C 0.90978 2.52346 5.75752 -0.043 0.126 -0.035
C 0.96718 1.13734 6.00023 0.014 -0.135 0.081
C 0.88518 0.09849 5.11744 -0.036 0.137 -0.049
C 1.48125 1.22437 2.99969 0.377 -0.506 0.022
H 0.39609 4.90906 -0.05631 0.004 0.000 0.002
H -0.54376 3.55818 -0.73780 0.005 -0.004 0.024
H 1.21289 3.41316 -0.58425 -0.010 0.008 0.001
H -1.06171 4.77630 1.95847 0.001 -0.003 0.000
H -1.17428 3.21487 2.81322 0.006 0.006 -0.004
H -1.92971 3.38554 1.22895 0.015 0.001 0.000
H 1.33615 4.56283 2.33825 -0.012 -0.006 0.011
H 2.21765 3.31807 1.43941 0.012 0.042 -0.026
H 0.84032 4.23418 4.50913 0.007 0.009 0.017
H 0.80183 3.16510 6.62668 -0.007 -0.002 -0.003
H 1.08726 0.84108 7.04356 0.002 -0.005 -0.008
H 0.98097 -0.92754 5.46306 0.051 -0.011 -0.007
C -1.90985 -5.51413 -3.86660 -0.021 -0.019 -0.007
C -0.57508 -4.76828 -4.00786 -0.002 0.009 0.027
C -0.34216 -4.49575 -5.49421 0.004 -0.004 -0.026
C 0.55821 -5.67707 -3.51089 0.024 -0.027 0.002
C -0.60934 -3.48419 -3.18277 -0.010 -0.009 0.073
C -0.81048 -3.54625 -1.80361 0.006 0.045 -0.091
C -0.85854 -2.39746 -1.05018 0.011 -0.013 -0.028
Br -1.16838 -2.59382 0.81297 -0.054 0.017 0.082
C -0.71634 -1.07912 -1.57773 0.036 0.029 -0.025
O -0.83263 -0.02542 -0.85884 0.015 -0.058 0.018
C -0.46508 -1.03311 -2.98194 0.025 -0.005 -0.092
C -0.44267 -2.21541 -3.72070 0.013 0.052 -0.002
C -0.23524 0.27637 -3.76272 0.016 -0.031 0.028
C -0.10389 1.53663 -2.89971 0.019 0.035 -0.030
C -1.40812 0.49579 -4.73138 -0.015 0.011 -0.002
C 1.06961 0.17219 -4.57396 0.006 0.000 0.007
H -1.89625 -6.44699 -4.44129 -0.002 0.012 0.004
H -2.73234 -4.89342 -4.22883 0.010 -0.005 -0.001
H -2.11722 -5.76049 -2.82425 0.013 0.006 -0.006
H -0.32781 -5.44365 -6.04022 0.002 0.013 -0.007
H 0.61211 -3.99252 -5.66468 -0.004 -0.011 0.012
H -1.13366 -3.87319 -5.91749 -0.002 -0.011 0.014
H 0.58648 -6.61088 -4.08369 0.002 0.014 0.005
H 0.43180 -5.92947 -2.45716 -0.014 0.010 -0.008
H 1.52207 -5.17455 -3.61500 -0.011 -0.003 -0.005
H -0.93960 -4.49652 -1.29870 0.000 0.002 -0.006
H -0.28121 -2.12923 -4.78781 0.006 0.011 -0.007
H -1.01851 1.75570 -2.35492 0.001 -0.003 -0.030
H 0.12841 2.37594 -3.56688 0.005 0.016 0.027
H 0.69170 1.44204 -2.16098 -0.007 -0.011 -0.032
H -2.34453 0.58406 -4.17630 0.015 0.002 0.005
H -1.51133 -0.33346 -5.43538 0.010 0.000 0.000
H -1.25944 1.41755 -5.30470 -0.005 -0.015 0.003
H 1.91742 0.01363 -3.90434 -0.015 0.005 0.001
H 1.23900 1.10264 -5.12554 -0.006 -0.009 0.010
H 1.05393 -0.64495 -5.29666 -0.015 -0.014 -0.003
```
Positions in Å, forces in eV/Å.

Values from the calculation:
**HOMO (alpha / beta)**: 0.34 / 0.24 eV
**Expectation value of S²**: 6.440
**Kohn-Sham gap (alpha / beta)**: 3.68 / 3.77 eV
**Spin multiplicity**: 5
**Net charge**: -2
**E_tot**: -148128.0762 eV
**Maximum force**: 0.631 eV/Å

***

Below is C6H17N2 as an isolated structure, with properties calculated with wB97M-V/def2-TZVPD.

XYZ file:
```
25
Properties=species:S:1:pos:R:3:forces:R:3
N 0.82521 0.41219 -1.44266 1.237 -1.487 -0.510
C 2.19272 0.76645 -1.11959 -0.134 -1.298 1.375
C 2.87398 -0.60312 -0.68274 -1.827 1.239 1.278
N -0.36644 -0.33596 0.46189 -1.967 0.919 1.336
C -1.44468 -1.25137 0.12517 -0.640 0.061 1.174
C -2.09169 -0.95306 -1.20955 -1.459 0.571 -1.028
C -0.85573 0.93287 1.01288 -0.669 0.629 0.617
C -0.81457 0.84182 2.57883 0.698 0.408 0.196
H 2.04375 -0.93548 -0.01430 1.042 -0.391 -0.194
H 0.17794 0.00859 -0.61893 1.621 -0.179 -1.385
H 0.38112 0.85176 -2.20149 -0.993 1.292 -0.645
H 2.23598 1.36608 -0.16733 -0.020 -0.032 -0.760
H 2.63644 1.37158 -1.91701 -0.231 -0.107 0.046
H 3.73260 -0.42944 -0.05627 0.428 0.095 0.048
H 3.05490 -1.39664 -1.37895 0.032 0.105 -0.883
H -2.23090 -1.12924 0.90836 0.488 0.091 -0.289
H -1.18991 -2.32135 0.07640 0.747 0.578 0.295
H -2.96449 -1.62869 -1.33714 0.637 0.359 0.112
H -2.47311 0.08384 -1.37930 0.455 -0.695 0.494
H -1.36728 -1.18853 -1.96357 0.210 -0.097 -0.646
H -1.89350 1.23167 0.72688 0.616 -0.650 -0.157
H -0.18701 1.76977 0.70822 -0.256 -0.787 0.300
H 0.24132 0.68465 2.81185 -0.164 -0.004 0.363
H -1.39170 0.03324 3.04510 -0.012 0.199 -0.484
H -1.12495 1.81839 3.03325 0.161 -0.822 -0.653
```
Positions in Å, forces in eV/Å.

Values from the calculation:
**HOMO**: -13.73 eV
**Kohn-Sham gap**: 5.86 eV
**Net charge**: +1
**E_tot**: -9465.9842 eV
**Maximum force**: 2.551 eV/Å

***

Below is one molecule with the formula C6H12N2O, with properties calculated with wB97M-V/def2-TZVPD.

XYZ file:
```
21
Properties=species:S:1:pos:R:3:forces:R:3
C 0.73043 1.99873 0.94015 0.452 -0.140 0.273
C 0.13126 -0.12282 -2.13432 0.272 0.569 0.328
C -1.13921 0.38678 0.53261 0.500 3.232 -1.615
C -0.26081 -0.70964 0.32063 1.748 -0.152 -1.909
C 0.54385 -0.71230 -0.80938 -1.865 -0.817 0.924
N -0.00348 -1.61810 1.36185 0.645 -0.814 0.996
N 1.66405 -1.51122 -0.83845 0.239 -0.390 -0.009
C -2.44372 0.43429 0.77469 0.291 0.442 0.145
O -0.39629 1.70295 0.14476 -2.473 -1.936 1.265
H 0.92146 -1.48439 1.76338 -0.004 -0.026 0.054
H -0.66250 -1.59012 2.13514 0.016 0.195 -0.420
H 1.63170 -2.29290 -0.18923 0.119 0.107 -0.232
H 2.02650 -1.73497 -1.75766 -0.150 -0.092 0.283
H 1.65711 1.71412 0.42517 -0.055 0.020 0.031
H 0.73657 1.49835 1.92043 -0.187 0.037 -0.232
H 0.75877 3.07830 1.13124 -0.082 -0.159 -0.135
H 0.91859 0.53149 -2.51762 -0.069 0.021 -0.145
H -0.03549 -0.92767 -2.85938 0.160 -0.037 0.163
H -0.79431 0.45036 -2.07709 0.190 -0.019 0.178
H -2.94148 1.37873 0.95873 0.041 -0.057 -0.114
H -3.04300 -0.47000 0.77434 0.211 0.015 0.171
```
Positions in Å, forces in eV/Å.

Values from the calculation:
**HOMO**: -7.17 eV
**Kohn-Sham gap**: 8.13 eV
**Structure (SMILES)**: C=C(OC)/C(N)=C(\C)N
**E_tot**: -11442.1430 eV
**Maximum force**: 3.647 eV/Å

***

Below is one molecule with the formula C5H8, with properties calculated with wB97M-V/def2-TZVPD.

XYZ file:
```
13
Properties=species:S:1:pos:R:3:forces:R:3
C -0.42144 -0.14448 1.04082 -0.054 0.001 0.059
C 0.25828 -1.22623 0.15569 0.068 0.122 0.276
C 0.43841 -0.54035 -1.16887 0.239 0.217 -0.560
C 0.23026 0.76964 -1.09983 0.041 -0.157 0.397
C -0.36968 1.17363 0.22191 -0.007 0.140 0.122
H 0.07022 -0.02194 2.01325 -0.014 -0.114 -0.250
H -1.45317 -0.43330 1.26461 0.110 0.092 -0.132
H 1.27078 -1.43439 0.52902 -0.207 -0.209 0.030
H -0.29194 -2.17240 0.14020 0.062 0.140 -0.096
H 0.82811 -1.01757 -2.06867 0.045 -0.066 0.359
H 0.57871 1.49870 -1.82078 -0.427 -0.087 -0.255
H 0.23622 1.95151 0.69866 -0.060 -0.087 0.083
H -1.37476 1.59718 0.09400 0.204 0.006 -0.031
```
Positions in Å, forces in eV/Å.

Values from the calculation:
**HOMO**: -8.99 eV
**Kohn-Sham gap**: 10.23 eV
**Structure (SMILES)**: C1=CCCC1
**E_tot**: -5314.0311 eV
**Maximum force**: 0.646 eV/Å

***

Below is C4H10N2O2 as an isolated structure, with properties calculated with wB97M-V/def2-TZVPD.

XYZ file:
```
18
Properties=species:S:1:pos:R:3:forces:R:3
C -1.61652 1.00401 -0.32837 -0.301 -0.807 -0.342
C 0.66864 -1.06668 -0.95203 0.118 -0.030 0.138
C 0.19894 -1.51456 1.49157 0.297 0.418 0.031
C -0.05183 -0.61509 0.30498 1.221 -0.276 -0.693
N -1.33036 1.43275 -1.57339 0.384 0.084 0.073
O 0.71053 1.05854 0.37151 -1.848 0.286 0.284
O 1.77246 1.88855 0.80523 1.309 -0.543 -0.041
N -1.30266 -0.10406 0.28457 -0.294 1.119 0.679
H 1.98927 1.66000 1.71917 -0.400 -0.175 0.076
H -2.36940 1.61121 0.16714 -0.247 0.042 -0.150
H -1.53311 2.39003 -1.81063 -0.070 0.001 0.122
H -0.52355 1.05054 -2.03949 -0.030 -0.003 0.028
H 1.25696 -1.49610 1.75612 -0.010 -0.033 0.021
H -0.41061 -1.21129 2.33939 0.040 0.055 -0.044
H 0.80976 -0.24772 -1.65064 -0.137 -0.068 -0.084
H 1.67049 -1.40849 -0.69707 -0.002 -0.116 0.021
H 0.11647 -1.88780 -1.41714 0.021 0.025 -0.026
H -0.05546 -2.54386 1.22905 -0.049 0.020 -0.093
```
Positions in Å, forces in eV/Å.

Values from the calculation:
**HOMO (alpha / beta)**: -8.23 / -8.23 eV
**Kohn-Sham gap (alpha / beta)**: 9.09 / 9.09 eV
**E_tot**: -11380.2186 eV
**Maximum force**: 1.892 eV/Å